# 1
{"formula": "C16H24N8", "method": "ωB97M-V/def2-TZVPD", "symbols": ["N", "N", "N", "N", "N", "N", "N", "N", "C", "C", "C", "C", "C", "C", "C", "C", "C", "C", "C", "C", "C", "C", "C", "C", "H", "H", "H", "H", "H", "H", "H", "H", "H", "H", "H", "H", "H", "H", "H", "H", "H", "H", "H", "H", "H", "H", "H", "H"], "coordinates": [[1.2413, -3.9890, 3.7664], [2.2799, 4.5232, -1.4984], [0.4819, 4.0586, 5.9205], [2.9893, -0.7314, -0.1037], [-3.7116, 0.1437, -1.0538], [0.5517, -3.9103, -5.8783], [-0.6965, 0.7403, 1.0169], [-1.7046, -2.8034, 0.2404], [-3.7279, 0.8435, -0.0998], [-2.2266, -2.1432, -2.2484], [2.7334, 0.7235, 1.9542], [2.9149, -0.1201, 0.8092], [-0.8135, -2.4181, 3.3068], [1.5074, -3.7837, -3.5008], [-3.7541, 1.7466, 1.0230], [0.9950, -3.8491, -4.8349], [2.5320, 2.5641, -3.1520], [0.0094, 0.3446, -1.4963], [2.4501, 3.6613, -2.2417], [-0.1810, 3.3799, 3.5424], [0.1956, 3.7468, 4.8716], [0.3512, -3.3139, 3.5182], [-0.3636, 0.5683, -0.0910], [-1.9724, -2.4978, -0.8500], [-3.2920, -2.3537, -2.3409], [1.0018, 0.7841, -1.5962], [3.3101, 2.7714, -3.8866], [-1.2138, 3.6773, 3.3606], [2.8289, 1.6791, -2.5892], [-2.7877, 2.1719, 1.2935], [-1.1406, -2.0483, 4.2785], [1.6649, 0.9383, 1.9716], [-0.6615, 0.8786, -2.1691], [0.0913, -0.7029, -1.7864], [-1.9271, -1.1295, -2.5146], [2.5823, -3.9446, -3.4187], [-0.1030, 2.3836, 3.1071], [-0.4908, -1.4885, 2.8380], [-1.7854, -2.9467, -2.8381], [0.9406, -4.5245, -2.9368], [3.3277, 1.6337, 2.0338], [2.9368, 0.2345, 2.9069], [-4.3957, 1.2522, 1.7524], [-1.6847, -2.8373, 2.8034], [0.3515, 4.0696, 2.8876], [1.2026, -2.8261, -3.0786], [1.5999, 2.3265, -3.6645], [-4.4376, 2.5169, 0.6657]], "molar_mass_g_mol": 328.424, "homo_energy_ha": -0.4203, "multiplicity": 1, "gap_ha": 0.421, "energy_ev": -28898.5432, "relative_energy_kcal_mol": 36.7, "smiles": "CC#N.CC#N.CC#N.CC#N.CC#N.CC#N.CC#N.CC#N"}


# 2
{"formula": "C3H8N2O3S", "method": "ωB97M-V/def2-TZVPD", "symbols": ["S", "O", "O", "O", "N", "N", "C", "C", "C", "H", "H", "H", "H", "H", "H", "H", "H"], "coordinates": [[-1.6396, -0.2806, -0.1718], [-2.8767, 0.3234, 0.1208], [-1.6029, -1.7015, -0.0534], [2.3501, 0.0229, -0.5622], [1.1107, -1.1985, 0.9030], [-0.5514, 0.2143, 1.0671], [2.0749, -1.0188, 0.0478], [0.0458, 1.4627, 1.3686], [-0.8433, 0.1518, -1.7223], [0.5628, 1.1730, 2.2875], [0.4927, -1.9957, 0.7915], [2.6046, -1.9336, -0.0778], [0.8231, 1.8413, 0.5810], [-0.6569, 2.3275, 1.5872], [-0.7828, 1.2137, -1.7838], [0.2044, -0.2808, -1.7822], [-1.3155, -0.3212, -2.6009]], "molar_mass_g_mol": 152.175, "homo_energy_ha": [-0.3811, -0.3732], "multiplicity": 1, "gap_ha": [0.314, 0.308], "energy_ev": -23193.6938, "relative_energy_kcal_mol": 124.7}


# 3
{"formula": "C3H3N3O", "method": "ωB97M-V/def2-TZVPD", "symbols": ["O", "N", "N", "N", "C", "C", "C", "H", "H", "H"], "coordinates": [[-0.6435, 2.9253, -1.7536], [0.0941, -1.7172, 1.0126], [0.0434, 1.4281, -0.1272], [0.2339, 0.1890, -0.2091], [0.0047, 1.9595, -1.4656], [-0.0152, -2.9152, 0.9143], [0.2923, -0.4450, 1.0198], [0.4218, 0.1013, 1.9488], [0.6374, 1.3908, -2.1738], [-1.0025, -3.3764, 0.9421]], "molar_mass_g_mol": 97.077, "homo_energy_ha": [-0.3301, -0.3300], "multiplicity": 1, "gap_ha": [0.289, 0.289], "energy_ev": -9673.0600, "relative_energy_kcal_mol": 101.3}


# 4
{"formula": "C38H55As3F7N5O8PbS", "method": "ωB97M-V/def2-TZVPD", "symbols": ["Pb", "As", "As", "As", "S", "F", "F", "F", "F", "F", "F", "F", "O", "O", "O", "O", "O", "O", "O", "O", "N", "N", "N", "N", "N", "C", "C", "C", "C", "C", "C", "C", "C", "C", "C", "C", "C", "C", "C", "C", "C", "C", "C", "C", "C", "C", "C", "C", "C", "C", "C", "C", "C", "C", "C", "C", "C", "C", "C", "C", "C", "C", "C", "H", "H", "H", "H", "H", "H", "H", "H", "H", "H", "H", "H", "H", "H", "H", "H", "H", "H", "H", "H", "H", "H", "H", "H", "H", "H", "H", "H", "H", "H", "H", "H", "H", "H", "H", "H", "H", "H", "H", "H", "H", "H", "H", "H", "H", "H", "H", "H", "H", "H", "H", "H", "H", "H", "H"], "coordinates": [[-0.7126, 1.1147, -0.5880], [2.0848, 1.0215, 2.1850], [6.8335, -1.9274, 1.9942], [1.1754, -1.9868, 1.8155], [-2.5140, 0.7219, 1.6982], [0.6487, 4.8702, 1.7157], [-1.3755, 5.7067, 1.5858], [-1.1241, 3.4877, 1.8046], [-4.9426, -8.5566, 0.1897], [-0.5093, 5.8431, -2.3988], [-0.0269, 6.8109, -0.5255], [1.3453, 5.2522, -1.2687], [-1.0589, -1.2779, -1.9762], [-2.7095, -1.3189, -7.7706], [-0.4201, -0.8648, 4.8787], [3.1995, -0.5040, -0.7916], [-4.4874, -0.0614, -7.8627], [-0.0106, 3.2831, -0.5868], [-2.5281, 1.3323, -2.1007], [1.4388, 0.7044, -2.2794], [-3.4812, -0.4606, -7.2856], [2.6377, 1.2210, -2.1462], [-5.0178, -0.0798, 2.4851], [3.5439, 0.5813, -1.3074], [-4.7775, 0.4290, 0.1776], [-3.1940, -0.0004, -5.9873], [-3.2516, -5.4109, 0.8473], [2.1137, 3.2663, -3.2030], [0.3745, -3.3668, 3.0191], [-2.7920, 0.8434, -3.3153], [-0.7204, 4.4668, -0.3641], [1.4168, 1.8654, 3.7899], [2.4492, 4.5525, -3.5552], [-0.9350, -0.8840, -3.1349], [-2.1439, -0.5429, -5.2863], [-3.8237, -4.6478, -0.2548], [-6.0307, 1.1507, -0.0010], [-1.9290, -0.1417, -3.9547], [-0.6101, 4.6555, 1.2191], [5.3663, -1.6789, 3.2936], [3.1973, -1.3244, 4.4570], [0.9327, -3.1236, 0.1060], [-5.9220, -1.2394, 2.3737], [7.6576, -0.1057, 1.7938], [3.1554, -2.1690, 2.0078], [3.8316, -1.2560, 3.0717], [-4.8572, -6.6937, -1.1156], [-3.5578, -6.7603, 0.9873], [-4.0868, 0.9021, -5.3294], [-2.2081, 4.5029, -0.7316], [-3.6503, -3.2999, -0.4564], [-4.5360, -5.3972, -1.2629], [3.1135, 2.3812, -2.7095], [3.8339, 0.2168, 2.6966], [6.0062, -1.9742, 0.1833], [4.7351, 4.0344, -3.2437], [3.7500, 4.9986, -3.5853], [-4.2337, 0.3206, 1.4349], [0.0783, 5.6159, -1.1453], [4.4577, 2.7654, -2.8046], [-4.4026, -7.3354, 0.0315], [-3.9338, 1.2487, -4.0395], [2.8552, 2.7670, 1.4642], [-4.6108, -4.9479, -2.2155], [5.1995, -1.2213, 0.0966], [3.4858, -1.8709, 1.0056], [5.6562, -2.9749, -0.1142], [-0.7926, -1.0064, 5.7889], [-6.7822, 0.5487, 0.5016], [-5.4407, -7.2403, -1.8552], [4.3678, 0.3036, 1.7722], [-6.7997, -1.0058, 2.8528], [5.7361, 4.3804, -3.2278], [-0.7016, -3.3445, 2.9181], [1.6291, 5.1996, -3.8201], [8.6119, -0.2998, 1.2874], [-4.5624, 1.9960, -3.4717], [7.8815, 0.3191, 2.7663], [-1.0897, -0.5373, 4.2818], [5.4063, -2.6584, 3.8381], [2.1275, -1.0772, 4.4790], [-2.8196, -4.7589, 1.6453], [-0.1226, -3.1080, -0.1646], [-2.7091, 5.4602, -0.4787], [5.2435, 2.0185, -2.5395], [1.4604, -2.5999, -0.7125], [0.0724, -0.9991, -3.6392], [-1.4411, -1.2869, -5.7247], [-5.9822, 2.2020, 0.3990], [4.3837, 0.8424, 3.4282], [0.5807, -4.3854, 2.7386], [3.3159, -2.3412, 4.8889], [-2.7969, 3.7591, -0.1943], [2.0598, 3.5095, 1.1996], [0.7972, 1.1078, 4.3097], [7.0472, 0.5579, 1.1773], [-5.5139, -2.1501, 2.8175], [-2.3258, 4.3278, -1.8022], [1.3337, -4.1098, 0.2522], [1.0161, 3.0231, -3.0512], [-4.5863, -0.0788, 3.3986], [3.9928, 6.0435, -3.8684], [3.5391, 3.0484, 2.2857], [-4.1797, -2.8054, -1.2797], [-6.2140, -1.4048, 1.3000], [0.7123, 2.6896, 3.4960], [-6.2891, 1.1869, -1.0731], [-4.0320, 0.6694, -0.4597], [2.1703, 2.2800, 4.4559], [-4.9470, 1.2183, -5.9360], [0.6344, -3.1269, 4.0269], [-3.2867, -2.6392, 0.2711], [6.7733, -1.6386, -0.4601], [-3.0426, -7.3829, 1.7202], [5.7506, -0.9586, 4.0491], [3.3708, 2.5239, 0.5419], [3.3151, -3.2524, 2.1064], [3.6796, -0.5474, 5.0540]], "molar_mass_g_mol": 1306.904, "homo_energy_ha": 0.0026, "multiplicity": 1, "charge": -2, "gap_ha": 0.121, "energy_ev": -281742.1265, "relative_energy_kcal_mol": 55.0}


# 5
{"formula": "C28H36F15N6O9S2", "method": "ωB97M-V/def2-TZVPD", "symbols": ["S", "S", "F", "F", "F", "F", "F", "F", "F", "F", "F", "F", "F", "F", "F", "F", "F", "O", "O", "O", "O", "O", "O", "O", "O", "O", "N", "N", "N", "N", "N", "N", "C", "C", "C", "C", "C", "C", "C", "C", "C", "C", "C", "C", "C", "C", "C", "C", "C", "C", "C", "C", "C", "C", "C", "C", "C", "C", "C", "C", "H", "H", "H", "H", "H", "H", "H", "H", "H", "H", "H", "H", "H", "H", "H", "H", "H", "H", "H", "H", "H", "H", "H", "H", "H", "H", "H", "H", "H", "H", "H", "H", "H", "H", "H", "H"], "coordinates": [[-0.9148, -0.5526, 1.2125], [1.8917, 0.2002, 0.4731], [-4.4887, 4.5616, 0.3394], [4.9764, 3.1826, 1.0888], [-3.0471, -2.0706, 1.8176], [0.1574, -5.3019, -7.0068], [-5.0286, 5.9145, -1.2624], [2.1546, -5.7932, -7.6879], [1.1618, -9.2332, 5.8985], [3.9089, 5.0454, 1.0344], [-2.0711, -3.9580, 1.4352], [2.9085, -8.2023, 6.6481], [1.5450, -6.2950, -5.6773], [-6.4353, 4.4278, -0.5827], [-1.8672, -3.0191, 3.3622], [2.8334, -8.8264, 4.5818], [5.9296, 4.9425, 0.2472], [-7.2275, 6.4788, 0.9949], [2.0649, -3.7364, -4.9803], [1.4290, -6.0488, 5.9547], [-5.0612, 6.9003, 1.4518], [-4.4698, -4.9130, 2.2475], [-4.4173, -3.4496, 3.9613], [0.9373, -7.0698, 4.0087], [2.1164, -3.1960, -7.1639], [4.6144, 4.7313, -2.0463], [3.8578, 2.5117, -4.6334], [2.4042, 1.5263, -3.4449], [0.4681, 3.8659, 2.3808], [0.0867, 1.8679, 1.4785], [2.2005, 2.8465, -3.2819], [3.3809, 1.3375, -4.2284], [3.1274, 3.4415, -4.0432], [1.4642, -6.9927, 5.2237], [2.1108, -8.3385, 5.5959], [-0.9749, 2.6806, 1.1580], [3.2275, 4.9193, -4.0778], [-5.4996, 5.2772, -0.1794], [0.9428, 2.6594, 2.2310], [1.5554, 0.5394, -2.7611], [1.9255, -4.0130, -6.1370], [4.7891, 4.2925, 0.3567], [-3.9811, -4.0016, 2.8439], [-2.7236, -3.2593, 2.3620], [2.5361, -1.8695, -6.8137], [-6.0610, 6.2856, 0.8377], [-5.4368, 7.9125, 2.4116], [-5.7937, 7.2956, 3.7457], [-0.7490, 3.9017, 1.7179], [1.5643, -1.0087, -0.8473], [2.3986, -0.5253, -2.0388], [4.0281, -1.8075, -6.5696], [-5.3184, -5.2573, 5.3304], [1.4412, -5.3852, -6.6372], [-5.6232, -4.0160, 4.5219], [1.2398, -4.8807, 2.9889], [3.6086, 5.4862, -2.6810], [4.2047, 3.8862, -0.9978], [0.2705, 0.5364, 1.0876], [0.2582, -5.8900, 3.5446], [-4.9755, 6.6733, 4.1095], [1.4871, 3.2673, -2.7022], [-6.2236, -5.6249, 5.8111], [4.3135, -2.4220, -5.7159], [-1.3825, 4.7667, 1.6785], [2.2643, -1.2367, -7.6562], [-0.3450, -5.4627, 4.3450], [0.9068, 0.0949, -3.5122], [3.8777, 5.2809, -4.8638], [1.8845, 2.3336, 2.6402], [1.8510, -5.3363, 2.2087], [-6.3433, -4.2165, 3.7302], [-4.5664, 8.5572, 2.5106], [0.9314, 1.0462, -2.0295], [0.7060, -4.0274, 2.5697], [3.3199, -0.0506, -1.7094], [-0.4209, -6.2247, 2.7628], [-5.9961, 8.0750, 4.4788], [2.6169, -1.3434, -2.7194], [2.7209, 5.6270, -2.0625], [1.9139, -4.5215, 3.7662], [0.5049, -0.9894, -1.0818], [-6.0404, -3.2394, 5.1584], [4.3363, -0.7804, -6.3740], [1.9713, -1.5232, -5.9471], [4.5791, 2.8819, -1.2098], [-1.8204, 2.3808, 0.5664], [-4.5752, -5.0396, 6.0979], [1.8675, -2.0035, -0.5432], [-4.9167, -6.0490, 4.6985], [4.5766, -2.1796, -7.4342], [2.2223, 5.2914, -4.2858], [-6.2517, 8.5165, 2.0161], [-6.6762, 6.6623, 3.6616], [4.0276, 6.4708, -2.8738], [3.1242, 3.8011, -0.8838]], "molar_mass_g_mol": 949.733, "homo_energy_ha": -0.4293, "multiplicity": 1, "charge": 1, "gap_ha": 0.267, "energy_ev": -119413.0982, "relative_energy_kcal_mol": 0.0}


# 6
{"formula": "C21H31N3OS", "method": "ωB97M-V/def2-TZVPD", "symbols": ["S", "O", "N", "N", "N", "C", "C", "C", "C", "C", "C", "C", "C", "C", "C", "C", "C", "C", "C", "C", "C", "C", "C", "C", "C", "C", "H", "H", "H", "H", "H", "H", "H", "H", "H", "H", "H", "H", "H", "H", "H", "H", "H", "H", "H", "H", "H", "H", "H", "H", "H", "H", "H", "H", "H", "H", "H"], "coordinates": [[-4.4172, 1.2693, 0.7918], [1.7401, -2.0238, -1.0842], [-3.0795, -0.2189, -0.7990], [1.3779, 1.3328, 0.3455], [-1.1235, 2.1691, -0.8026], [5.9831, -0.6445, -0.3105], [1.2609, 0.1107, 1.1230], [4.4256, 0.8358, 0.7606], [-3.2789, 1.0177, -0.5238], [4.1731, -1.5318, 0.9916], [2.4721, -0.0327, 2.0686], [1.5891, -1.1224, -2.1545], [-2.5361, 2.1552, -1.1449], [-0.8926, 2.3001, 0.6265], [-3.6093, -2.5421, -0.2155], [-3.7954, -1.0682, -0.0131], [2.0360, 0.3181, -1.8678], [-2.2453, -2.9549, 0.3481], [-4.7298, -3.3635, 0.4135], [5.5459, 0.6391, -0.0279], [-4.5789, -0.4421, 0.9061], [-0.3915, 1.0371, -1.3504], [3.7260, -0.2472, 1.2800], [1.1022, 1.2606, -1.0837], [5.2944, -1.7304, 0.2030], [0.6125, 2.4323, 0.8983], [-4.6018, -4.4144, 0.1650], [2.2007, 0.7798, -2.8434], [2.5596, 0.8739, 2.6695], [-3.5982, -2.7157, -1.2973], [1.2228, -0.7543, 0.4639], [-2.2084, -2.7703, 1.4203], [-2.6105, 2.0852, -2.2342], [2.2944, -0.8796, 2.7336], [-5.2393, -0.8647, 1.6345], [-2.9768, 3.1008, -0.8175], [0.5324, -1.1610, -2.4236], [-5.7006, -3.0379, 0.0464], [0.3489, 0.0989, 1.7338], [2.9970, 0.2961, -1.3491], [-1.4120, 3.1943, 0.9806], [-4.7156, -3.2665, 1.4969], [-1.4482, -2.3911, -0.1298], [4.0778, 1.8356, 0.9702], [0.9738, 3.3594, 0.4437], [-2.0716, -4.0137, 0.1723], [2.6653, -2.0178, -0.8026], [6.8578, -0.7983, -0.9251], [0.7873, 2.4839, 1.9749], [3.6430, -2.3831, 1.3968], [2.1708, -1.4857, -3.0152], [5.6324, -2.7349, -0.0095], [-0.5804, 1.0049, -2.4256], [1.3292, 2.2726, -1.4472], [-1.2873, 1.4330, 1.1842], [6.0802, 1.4898, -0.4256], [-0.7217, 0.0863, -0.9071]], "molar_mass_g_mol": 373.566, "homo_energy_ha": -0.2913, "multiplicity": 1, "gap_ha": 0.317, "energy_ev": -39633.1600, "relative_energy_kcal_mol": 48.9, "smiles": "CC(C)c1csc(CN2CCN(CCc3ccccc3)[C@@H](CCO)C2)n1"}